Record 1
# C48H44GeN7O4S2SbSc

C48H44GeN7O4S2SbSc as an isolated structure (ωB97M-V/def2-TZVPD, OMol25).

Output
LUMO energy (spin up / spin down)	0.1 / 0.0	eV
⟨S²⟩	0.7723
max |F|	0.0187	hartree/bohr
orbital gap (spin up / spin down)	5.61 / 7.22	eV
energy above the lowest of the compared OMol25 structures with the same formula, charge and spin	0.0	kJ/mol
E	-6414.10123	Eh

Geometry as ORCA input:
```
! wB97M-V def2-TZVPD RIJCOSX def2/J DEFGRID3
* xyz 0 2
Sc -0.35 -0.26 0.36
N 3.41 -2.96 -0.49
C 2.51 -1.97 -0.12
S 1.48 -1.28 -1.41
N 2.48 -1.55 1.07
N 1.60 -0.54 1.45
C 2.07 -0.03 2.63
C 2.88 -0.89 3.51
C 4.06 -0.41 4.08
C 4.82 -1.20 4.93
C 4.43 -2.49 5.22
C 3.27 -3.00 4.64
C 2.51 -2.21 3.80
C 1.83 1.32 3.02
C 1.98 1.73 4.37
C 1.74 3.04 4.71
C 1.34 3.95 3.73
C 1.20 3.46 2.44
N 1.43 2.20 2.08
H 3.79 -2.84 -1.42
H 4.13 -3.07 0.21
H 4.38 0.60 3.86
H 5.73 -0.80 5.35
H 5.02 -3.11 5.88
H 2.95 -4.01 4.85
H 1.62 -2.62 3.33
H 2.28 1.02 5.13
H 1.84 3.36 5.74
H 1.13 4.98 3.95
H 0.88 4.12 1.64
C -1.03 -4.16 -0.53
C -2.26 -2.15 -1.79
C -2.72 -1.84 -3.21
C -3.18 -0.63 -3.52
C -3.11 0.43 -2.55
C -2.26 0.23 -1.51
N -1.59 -0.93 -1.27
Sb -2.36 2.10 -0.37
C -1.77 1.91 1.72
C -2.39 2.86 2.51
C -2.33 2.71 3.89
C -1.73 1.59 4.40
C -1.13 0.66 3.55
C -0.56 -0.59 4.12
N -1.10 0.87 2.24
C -0.42 2.63 -1.10
C -0.27 3.71 -1.96
C 0.98 3.98 -2.48
C 2.03 3.20 -2.06
C 1.83 2.15 -1.17
C 3.04 1.42 -0.67
N 0.60 1.84 -0.71
H -1.96 -4.49 -0.08
H -0.49 -3.57 0.20
H -0.45 -5.05 -0.76
H -2.68 -2.62 -3.97
H -3.53 -0.42 -4.53
H -3.66 1.36 -2.69
H -2.93 3.69 2.06
H -2.79 3.44 4.55
H -1.72 1.40 5.47
H 0.21 -0.35 4.85
H -0.14 -1.22 3.34
H -1.36 -1.14 4.61
H -1.13 4.32 -2.22
H 1.14 4.80 -3.17
H 3.04 3.40 -2.41
H 3.87 2.13 -0.60
H 3.34 0.64 -1.35
H 2.84 0.99 0.31
O -3.28 -2.13 2.76
S -2.86 -1.68 1.47
O -3.35 -0.39 1.03
O -1.36 -1.75 1.34
O -3.38 -2.74 0.43
C 1.61 -4.57 -2.37
Ge 0.48 -2.99 -2.57
C -1.30 -3.39 -1.85
C -3.55 -2.40 -0.99
C -4.48 -3.48 -1.45
C -4.26 -4.52 -2.25
C -3.04 -4.94 -2.93
C -1.81 -4.46 -2.80
C 0.60 -2.44 -4.45
C 1.11 -3.39 -5.30
C 1.33 -3.15 -6.67
C 1.05 -1.92 -7.19
C 0.52 -0.90 -6.37
C 0.21 0.36 -6.92
C -0.34 1.35 -6.15
C -0.60 1.10 -4.79
C -0.30 -0.11 -4.23
C 0.28 -1.15 -5.00
H 1.07 -5.43 -2.78
H 1.85 -4.76 -1.33
H 2.54 -4.45 -2.92
H -4.10 -1.46 -1.00
H -5.48 -3.39 -1.04
H -5.11 -5.17 -2.43
H -3.17 -5.76 -3.63
H -1.06 -4.95 -3.42
H 1.36 -4.38 -4.92
H 1.74 -3.93 -7.30
H 1.23 -1.71 -8.23
H 0.40 0.53 -7.97
H -0.58 2.31 -6.58
H -1.06 1.86 -4.18
H -0.56 -0.29 -3.19
*
```


Record 2
# C48H45FN6O7Sr

C48H45FN6O7Sr as an isolated structure (ωB97M-V/def2-TZVPD, OMol25).

Output
LUMO energy	-0.2	eV
max |F|	0.0604	hartree/bohr
orbital gap	7.21	eV
energy above the lowest of the compared OMol25 structures with the same formula, charge and spin	165.3	kJ/mol
E	-2842.12407	Eh

Geometry as ORCA input:
```
! wB97M-V def2-TZVPD RIJCOSX def2/J DEFGRID3
* xyz 0 1
Sr 0.31 -0.40 0.17
C 2.81 -5.37 5.44
C 2.16 -4.63 4.30
C 1.70 -5.27 3.19
C 1.02 -4.60 2.13
C 0.55 -5.47 1.13
N -0.49 -5.41 0.33
C -1.65 -4.53 0.44
C -2.32 -4.67 1.81
C -3.45 -3.65 1.95
N -2.92 -2.33 2.26
C -3.49 -1.47 3.05
C -3.04 -0.17 3.33
C -3.77 0.60 4.27
C -3.41 1.88 4.60
C -4.17 2.70 5.60
C -2.27 2.42 3.96
C -1.52 1.73 3.03
C -0.33 2.38 2.50
N 0.39 1.95 1.55
C 1.58 2.68 1.20
C 2.73 1.70 0.99
C 2.94 0.79 2.19
N 2.07 -0.37 2.16
C 2.04 -1.10 3.19
C 1.61 -2.49 3.25
C 2.10 -3.22 4.29
C 0.94 -3.14 2.12
O 0.41 -2.48 1.20
C -1.87 0.38 2.67
O -1.18 -0.30 1.87
H 2.48 -6.40 5.48
H 2.57 -4.89 6.40
H 3.90 -5.36 5.34
H 1.80 -6.35 3.13
H 1.09 -6.41 1.05
H -0.56 -6.14 -0.36
H -2.35 -4.79 -0.35
H -1.34 -3.51 0.28
H -1.59 -4.52 2.61
H -2.74 -5.68 1.92
H -4.16 -3.94 2.73
H -3.97 -3.58 0.99
H -2.10 -1.97 1.75
H -4.40 -1.81 3.56
H -4.63 0.14 4.75
H -4.92 2.10 6.11
H -4.68 3.54 5.11
H -3.50 3.12 6.35
H -1.96 3.42 4.24
H -0.05 3.32 3.01
H 1.84 3.43 1.96
H 1.40 3.21 0.26
H 3.64 2.26 0.78
H 2.51 1.07 0.13
H 2.86 1.34 3.14
H 3.97 0.41 2.14
H 2.54 -0.76 4.12
H 2.57 -2.69 5.12
C 5.72 0.81 -5.37
C 4.49 1.69 -5.53
C 4.02 1.69 -6.98
C 2.88 2.69 -7.15
C 1.80 2.42 -6.13
C 0.50 2.82 -6.38
C -0.50 2.59 -5.45
F -1.75 2.98 -5.74
C -0.23 1.98 -4.25
C 1.08 1.56 -3.98
C 1.35 0.92 -2.68
O 0.55 1.01 -1.75
C 2.63 0.26 -2.62
C 3.57 0.51 -3.56
N 3.38 1.28 -4.66
C 2.10 1.76 -4.92
C 2.98 -0.72 -1.49
O 4.19 -0.94 -1.32
O 2.00 -1.21 -0.87
H 6.47 1.14 -6.09
H 5.48 -0.24 -5.59
H 6.16 0.87 -4.38
H 4.77 2.72 -5.25
H 3.67 0.69 -7.24
H 4.85 1.94 -7.63
H 2.47 2.64 -8.15
H 3.27 3.71 -7.01
H 0.25 3.31 -7.32
H -1.00 1.81 -3.51
H 4.54 0.06 -3.42
O -3.42 -2.22 -1.08
C -2.56 -1.34 -0.94
O -1.31 -1.50 -0.82
C -3.07 0.10 -0.88
C -4.45 0.36 -1.02
C -4.88 1.65 -0.97
C -3.94 2.70 -0.82
C -4.30 4.07 -0.80
C -3.34 5.03 -0.68
C -1.97 4.67 -0.60
C -1.60 3.36 -0.61
C -2.58 2.33 -0.70
N -2.17 1.04 -0.70
H -5.12 -0.47 -1.15
H -5.94 1.90 -1.06
H -5.34 4.34 -0.90
H -3.61 6.08 -0.66
H -1.23 5.45 -0.53
H -0.57 3.04 -0.59
*
```


Record 3
# C48H46AsN9O6SSbSe4Sn

C48H46AsN9O6SSbSe4Sn as an isolated structure (ωB97M-V/def2-TZVPD, OMol25).

Output
LUMO energy	-2.7	eV
max |F|	0.0272	hartree/bohr
orbital gap	6.14	eV
energy above the lowest of the compared OMol25 structures with the same formula, charge and spin	46.5	kJ/mol
E	-15495.12881	Eh

Geometry as ORCA input:
```
! wB97M-V def2-TZVPD RIJCOSX def2/J DEFGRID3
* xyz 1 1
Sn -2.29 0.37 -0.44
Se -3.90 1.86 2.94
Sb -5.78 2.86 1.31
Se -4.66 2.55 -0.84
Se -5.07 -0.17 2.96
Se -6.92 0.44 1.65
C 5.18 4.51 10.90
O 5.30 5.02 9.59
C 4.50 4.54 8.62
C 3.53 3.55 8.80
C 2.77 3.13 7.73
C 2.95 3.67 6.45
C 3.92 4.66 6.28
C 4.68 5.09 7.34
C 2.15 3.16 5.35
N 1.30 2.16 5.45
C 0.81 1.95 4.21
C 1.38 2.86 3.31
N 2.23 3.62 4.06
C 1.10 2.83 1.92
C 1.72 3.65 0.96
C 1.37 3.52 -0.36
C 0.40 2.59 -0.71
N -0.19 1.80 0.17
C 0.15 1.88 1.47
C -0.44 0.94 2.39
N -1.27 0.00 1.90
C -1.80 -0.89 2.72
C -1.58 -0.89 4.10
C -0.73 0.05 4.63
C -0.12 0.98 3.77
H 5.92 5.05 11.49
H 5.40 3.44 10.93
H 4.19 4.70 11.31
H 3.36 3.11 9.77
H 2.02 2.37 7.86
H 4.09 5.11 5.31
H 5.44 5.85 7.22
H 2.78 4.40 3.75
H 2.47 4.37 1.27
H 1.84 4.13 -1.12
H 0.09 2.47 -1.74
H -2.44 -1.63 2.25
H -2.07 -1.62 4.73
H -0.52 0.10 5.68
C -4.78 -3.85 0.47
N -5.56 -2.81 -0.16
C -5.04 -1.69 -0.67
N -5.88 -0.85 -1.30
O -3.80 -1.48 -0.65
H -5.22 -4.82 0.26
H -4.73 -3.70 1.55
H -3.76 -3.82 0.06
H -6.56 -2.90 -0.12
H -6.87 -0.93 -1.14
H -5.53 0.07 -1.53
C 2.79 -0.93 -6.64
C 1.40 -1.52 -6.51
S 0.22 -0.19 -6.13
O 0.50 0.99 -6.88
O 0.14 -0.04 -4.69
C -1.40 -0.86 -6.72
C -2.50 0.18 -6.56
N -2.52 0.71 -5.22
C -2.84 0.04 -4.09
N -2.57 0.75 -3.02
C -2.05 1.93 -3.44
C -2.00 1.92 -4.81
N -1.56 2.97 -5.65
O -0.90 3.83 -5.13
O -1.91 2.96 -6.82
C -3.51 -1.28 -4.07
H 3.54 -1.71 -6.70
H 3.00 -0.30 -5.78
H 2.85 -0.31 -7.53
H 1.33 -2.23 -5.69
H 1.07 -1.98 -7.44
H -1.58 -1.78 -6.16
H -1.27 -1.08 -7.78
H -3.48 -0.26 -6.77
H -2.32 1.00 -7.25
H -1.81 2.72 -2.76
H -4.46 -1.22 -4.61
H -3.69 -1.54 -3.03
H -2.91 -2.06 -4.53
C 4.53 0.03 -1.70
C 3.90 0.33 -0.50
C 2.61 -0.12 -0.26
C 1.94 -0.87 -1.22
C 2.57 -1.16 -2.42
C 3.86 -0.72 -2.65
As 0.10 -1.41 -0.81
C -0.13 -2.90 -2.03
C -0.43 -2.80 -3.37
C -0.61 -3.95 -4.13
C -0.48 -5.20 -3.53
C -0.18 -5.30 -2.18
C 0.00 -4.15 -1.41
C 0.36 -4.09 0.00
C 0.57 -5.18 0.85
C 0.98 -4.98 2.15
C 1.18 -3.69 2.63
C 0.95 -2.60 1.81
C 0.53 -2.79 0.51
H 5.53 0.39 -1.89
H 4.41 0.90 0.26
H 2.12 0.10 0.68
H 2.06 -1.75 -3.17
H 4.36 -0.96 -3.58
H -0.49 -1.81 -3.81
H -0.84 -3.88 -5.18
H -0.61 -6.09 -4.13
H -0.07 -6.28 -1.74
H 0.42 -6.19 0.48
H 1.14 -5.82 2.80
H 1.53 -3.54 3.65
H 1.10 -1.60 2.19
*
```


Record 4
# C48H46BiBrN4O5P

C48H46BiBrN4O5P as an isolated structure (ωB97M-V/def2-TZVPD, OMol25).

Output
LUMO energy	-2.0	eV
max |F|	0.0374	hartree/bohr
orbital gap	7.95	eV
energy above the lowest of the compared OMol25 structures with the same formula, charge and spin	61.8	kJ/mol
E	-5581.82240	Eh

Geometry as ORCA input:
```
! wB97M-V def2-TZVPD RIJCOSX def2/J DEFGRID3
* xyz 1 1
Bi -0.40 -0.41 -0.02
C -3.25 -2.17 1.00
C -3.16 -2.52 -0.50
C -3.37 -1.37 -1.43
C -4.54 -1.24 -2.18
C -4.64 -0.23 -3.13
C -3.55 0.61 -3.32
C -2.45 0.45 -2.49
N -2.38 -0.49 -1.57
N -1.95 -1.93 1.61
C -2.06 -1.14 2.83
C -2.58 0.24 2.58
C -3.19 0.97 3.61
C -3.68 2.23 3.32
C -3.58 2.72 2.03
C -2.95 1.93 1.08
N -2.45 0.74 1.36
C -1.25 -3.18 1.86
C 0.25 -3.07 1.96
C 0.96 -4.11 2.56
C 2.34 -4.09 2.54
C 2.98 -3.03 1.93
C 2.21 -2.02 1.39
N 0.88 -2.05 1.41
H -3.76 -2.99 1.53
H -3.86 -1.27 1.11
H -3.89 -3.30 -0.73
H -2.16 -2.92 -0.69
H -5.37 -1.91 -2.01
H -5.53 -0.11 -3.71
H -3.55 1.37 -4.08
H -1.58 1.09 -2.57
H -1.06 -1.06 3.27
H -2.71 -1.64 3.57
H -3.28 0.54 4.60
H -4.14 2.81 4.11
H -3.98 3.69 1.76
H -2.81 2.26 0.06
H -1.44 -3.84 1.01
H -1.63 -3.67 2.77
H 0.43 -4.93 3.02
H 2.90 -4.91 2.97
H 4.06 -2.98 1.88
H 2.65 -1.16 0.90
C -1.08 5.67 -3.80
O -0.07 4.86 -4.37
C 0.38 3.79 -3.71
C 1.44 3.10 -4.34
C 1.98 2.00 -3.75
C 1.51 1.48 -2.53
C 2.12 0.33 -1.94
C 3.37 -0.22 -2.56
O 1.74 -0.24 -0.89
C 0.42 2.16 -1.89
O -0.10 1.79 -0.76
C -0.09 3.32 -2.50
H -1.21 6.51 -4.48
H -0.77 6.04 -2.82
H -2.02 5.12 -3.71
H 1.80 3.46 -5.29
H 2.80 1.50 -4.24
H 4.18 0.52 -2.52
H 3.19 -0.50 -3.59
H 3.67 -1.11 -2.00
H -0.88 3.84 -1.97
Br 2.45 -3.97 -2.31
C 0.77 -4.56 -2.97
C 0.60 -5.88 -3.34
C -0.64 -6.30 -3.80
C -1.69 -5.40 -3.91
C -1.50 -4.08 -3.54
C -0.27 -3.65 -3.06
C -0.14 -2.29 -2.42
O -0.10 -1.23 -3.03
O -0.13 -2.41 -1.15
H 1.42 -6.58 -3.26
H -0.79 -7.34 -4.06
H -2.65 -5.73 -4.27
H -2.32 -3.37 -3.61
C -0.04 2.83 2.03
P 1.05 1.37 1.71
C 1.62 1.16 3.45
C 2.15 2.22 4.18
C 2.51 2.05 5.50
C 2.35 0.81 6.11
C 1.85 -0.26 5.39
C 1.48 -0.08 4.07
C 2.53 2.23 1.05
C 3.79 1.77 1.39
C 4.91 2.48 1.00
C 4.78 3.63 0.24
C 3.52 4.06 -0.15
C 2.40 3.37 0.26
H 0.56 3.66 2.39
H -0.78 2.56 2.78
H -0.54 3.10 1.10
H 2.30 3.18 3.70
H 2.92 2.88 6.06
H 2.63 0.68 7.15
H 1.75 -1.23 5.85
H 1.10 -0.91 3.50
H 3.90 0.88 1.99
H 5.89 2.15 1.31
H 5.66 4.19 -0.05
H 3.41 4.95 -0.76
H 1.42 3.72 -0.04
*
```